No. 1
Entry from the OMol25 dataset: one molecule with the formula C7H8N2S (ωB97M-V/def2-TZVPD).

```
18
Properties=species:S:1:pos:R:3:forces:R:3
N -3.2643 -0.4864 -0.3665 3.4 -0.1 -2.1
C -2.0845 -0.0934 0.4011 -1.0 0.4 1.0
N -0.9661 -0.9134 0.0134 -3.8 -3.3 0.6
C 0.2927 -0.4126 0.0177 0.3 -2.3 -0.1
C 1.4395 -1.2677 0.0848 -1.0 4.4 -0.5
C 2.6324 -0.4865 0.0871 0.7 -3.5 -0.5
C 2.6833 0.8391 -0.0172 -1.4 5.2 -1.2
C 1.4330 1.6593 -0.1862 1.4 -1.0 1.2
C 0.2391 0.9892 -0.1272 0.5 0.6 1.0
S -1.4511 1.6618 0.1519 1.2 -1.2 -0.4
H -3.0674 -0.0984 -1.3117 -0.5 -0.7 0.6
H -4.1011 -0.1064 -0.0747 -1.9 1.1 1.1
H -2.4063 -0.2266 1.4829 0.7 0.3 -0.9
H -1.3380 -1.9333 0.1385 2.0 2.3 -0.4
H 1.3387 -2.3211 -0.0572 0.2 -0.4 0.4
H 3.5744 -1.0457 0.0293 -0.2 0.3 0.3
H 3.6133 1.4784 -0.1373 -1.0 -1.4 0.4
H 1.4323 2.7636 -0.1288 0.3 -0.8 -0.4
```
Positions in Å, forces in eV/Å.

Values from the calculation:
HOMO level: -7.6 eV
Gap between HOMO and LUMO: 8.3 eV
LUMO energy: 0.73 eV
Relative energy (zero: lowest compared OMol25 entry of this formula, charge and spin): 1.0906 eV
Maximum force: 5.557 eV/A
Total energy: -779.1977 hartree

Atomic charges from the Löwdin analysis, expressed in e, are listed below: number 1, N, carries 0.017; number 2, C, carries -0.658; number 3, N, carries -0.026; number 4, C, carries -0.307; number 5, C, carries 0.005; number 6, C, carries -0.156; number 7, C, carries -0.113; number 8, C, carries -0.069; number 9, C, carries -0.461; number 10, S, carries 0.918; number 11, H, carries 0.087; number 12, H, carries 0.030; number 13, H, carries 0.120; number 14, H, carries 0.195; number 15, H, carries 0.095; number 16, H, carries 0.105; number 17, H, carries 0.113; number 18, H, carries 0.105

***

No. 2
Entry from the OMol25 dataset: a 2-piece molecular cluster, C7H8N4S overall (ωB97M-V/def2-TZVPD).

```
20
Properties=species:S:1:pos:R:3:forces:R:3
C -0.7927 3.2495 -0.9454 0.7 -2.6 0.3
C 0.3099 2.3216 -0.6211 -2.3 0.8 -0.8
C -1.7512 2.5711 -1.5693 -2.4 -0.7 -2.0
C 0.0950 1.0836 -1.1649 -1.4 1.6 -0.5
C 1.8801 -1.9487 1.1632 0.9 -0.2 0.6
C -0.3662 -1.3701 1.8951 -3.2 -1.4 -3.1
C 0.5609 -2.4189 1.2382 -2.8 -2.0 1.0
N 0.9622 0.0819 -1.1955 3.6 -0.4 1.5
N 2.9463 -1.5513 1.1956 1.2 0.5 -0.2
N 0.9092 -1.0436 -1.5654 -1.7 -1.2 -1.1
N 0.8179 -2.1121 -1.9244 0.6 0.2 0.0
S -1.4029 0.9416 -2.0173 0.1 0.6 0.4
H -1.0354 4.2505 -0.7494 0.6 1.3 0.8
H 0.9619 2.5288 0.1625 1.7 0.2 0.7
H -2.7396 2.8731 -1.9393 0.6 0.4 0.4
H -0.0867 -1.0724 2.8365 1.0 0.8 2.0
H -1.4806 -1.7188 1.9644 2.1 0.1 0.0
H -0.4792 -0.5626 1.1807 0.3 0.7 0.3
H 0.2633 -2.7224 0.2266 -0.3 0.3 0.3
H 0.4281 -3.3809 1.8294 0.8 1.0 -0.6
```
Positions in Å, forces in eV/Å.

Values from the calculation:
HOMO level: -8.5 eV
Gap between HOMO and LUMO: 9.0 eV
LUMO energy: 0.48 eV
Relative energy (zero: lowest compared OMol25 entry of this formula, charge and spin): 3.4016 eV
Maximum force: 4.715 eV/A
Total energy: -888.6173 hartree

Atomic charges from the Löwdin analysis, expressed in e, are listed below: number 1, C, carries -0.149; number 2, C, carries -0.071; number 3, C, carries -0.459; number 4, C, carries -0.622; number 5, C, carries -0.309; number 6, C, carries -0.078; number 7, C, carries -0.260; number 8, N, carries 0.061; number 9, N, carries 0.164; number 10, N, carries -0.191; number 11, N, carries 0.232; number 12, S, carries 1.016; number 13, H, carries 0.089; number 14, H, carries 0.088; number 15, H, carries 0.069; number 16, H, carries 0.042; number 17, H, carries 0.115; number 18, H, carries 0.047; number 19, H, carries 0.075; number 20, H, carries 0.140

***

No. 3
Entry from the OMol25 dataset: one molecule with the formula C7H8N4S (ωB97M-V/def2-TZVPD).

```
20
Properties=species:S:1:pos:R:3:forces:R:3
C 2.0567 0.0783 -1.2656 4.5 -1.0 -2.3
C 2.1471 0.5558 0.1116 -0.6 2.1 0.0
C 0.9880 1.4647 0.4080 -1.6 -1.7 0.6
N 0.9342 2.7404 0.6767 1.6 -0.5 0.0
N -0.2789 2.9816 1.1290 -0.9 2.7 0.3
N -1.0471 2.0001 1.1070 0.3 -1.5 -0.4
N -0.2930 0.9640 0.6157 1.1 0.2 0.9
C -0.9570 -0.2954 0.5193 -0.1 2.0 -1.5
C -2.2796 -0.2321 0.1394 1.5 -2.5 0.9
C -2.7057 -1.5881 -0.0812 0.4 -0.4 1.2
C -1.7543 -2.5614 0.1840 0.6 -0.7 -1.6
S -0.2339 -1.8207 0.4812 0.1 -0.2 0.6
H 2.1823 0.8873 -2.0034 -0.3 -0.3 0.3
H 1.2462 -0.5013 -1.4618 -2.8 -1.3 -0.7
H 2.9287 -0.6970 -1.4829 -1.4 1.7 0.4
H 3.0481 1.1542 0.1948 0.2 -0.1 0.6
H 2.1116 -0.2762 0.7704 0.3 -0.5 1.0
H -2.7338 0.7285 0.2410 -0.9 0.0 -0.5
H -3.7019 -1.8968 -0.2216 -1.1 -0.1 -0.5
H -1.6573 -3.6859 -0.0617 -0.8 2.1 0.6
```
Positions in Å, forces in eV/Å.

Values from the calculation:
HOMO level: -9.1 eV
Gap between HOMO and LUMO: 9.4 eV
LUMO energy: 0.29 eV
Relative energy (zero: lowest compared OMol25 entry of this formula, charge and spin): 2.2015 eV
Maximum force: 5.178 eV/A
Total energy: -888.6614 hartree

Atomic charges from the Löwdin analysis, expressed in e, are listed below: number 1, C, carries -0.132; number 2, C, carries -0.202; number 3, C, carries -0.274; number 4, N, carries 0.067; number 5, N, carries -0.061; number 6, N, carries 0.047; number 7, N, carries -0.039; number 8, C, carries -0.529; number 9, C, carries -0.066; number 10, C, carries -0.171; number 11, C, carries -0.404; number 12, S, carries 1.049; number 13, H, carries 0.097; number 14, H, carries 0.000; number 15, H, carries 0.130; number 16, H, carries 0.122; number 17, H, carries 0.084; number 18, H, carries 0.097; number 19, H, carries 0.083; number 20, H, carries 0.101

***

No. 4
Entry from the OMol25 dataset: a 2-piece molecular cluster, C7H8N5S2 overall (ωB97M-V/def2-TZVPD).

```
22
Properties=species:S:1:pos:R:3:forces:R:3
C 1.5060 -2.6628 -0.9716 0.1 0.1 -2.6
C 0.6589 -3.4390 -0.3036 0.1 1.6 2.2
C 0.8683 -1.1358 0.4482 0.0 -2.7 -0.7
C -2.4775 0.9479 0.1558 0.0 0.4 -0.2
C 0.8433 2.6349 0.6468 -2.0 0.8 -1.2
C 1.1197 1.2488 0.0189 3.2 3.3 1.2
C 0.5737 0.1873 0.7917 -5.4 -0.1 1.3
N 1.5763 -1.3292 -0.6323 0.1 -1.8 0.3
N -1.7239 -0.7247 -0.9710 -0.8 -0.9 -1.6
N -3.4605 0.5424 -0.6944 0.2 2.2 2.1
N -2.9724 -0.4302 -1.3363 1.3 -3.7 -2.2
N -1.4098 0.1471 -0.0828 1.5 1.2 2.0
S -2.5054 2.2605 1.2088 -0.3 0.8 1.0
S 0.0293 -2.6476 1.0457 0.4 2.3 -0.1
H 1.8129 -3.1147 -1.9268 0.7 1.0 0.4
H 0.3763 -4.4058 -0.4305 -0.4 -2.6 -0.7
H 1.1316 2.7024 1.6985 -0.5 0.0 -0.1
H 1.1869 3.5306 0.1365 1.6 -0.3 -0.4
H -0.2280 2.9484 0.3957 0.7 -1.2 1.5
H 0.8097 1.2513 -0.9845 -0.3 -0.4 -1.3
H 2.2500 1.1192 0.0347 -1.1 -0.2 -0.2
H 0.0346 0.3690 1.7526 0.9 0.2 -0.6
```
Positions in Å, forces in eV/Å.

Values from the calculation:
HOMO level (spin up / spin down): -2.8 / -2.8 eV
Gap between HOMO and LUMO (spin up / spin down): 4.5 / 4.5 eV
Net charge: -1
LUMO energy (spin up / spin down): 1.73 / 1.73 eV
Relative energy (zero: lowest compared OMol25 entry of this formula, charge and spin): 2.1952 eV
Maximum force: 5.602 eV/A
Total energy: -1341.5943 hartree

Atomic charges from the Löwdin analysis, expressed in e, are listed below: number 1, C, carries -0.251; number 2, C, carries -0.442; number 3, C, carries -0.563; number 4, C, carries -0.997; number 5, C, carries -0.140; number 6, C, carries -0.260; number 7, C, carries -0.087; number 8, N, carries 0.089; number 9, N, carries -0.086; number 10, N, carries -0.064; number 11, N, carries -0.151; number 12, N, carries -0.067; number 13, S, carries 0.334; number 14, S, carries 1.031; number 15, H, carries 0.111; number 16, H, carries 0.029; number 17, H, carries 0.071; number 18, H, carries 0.052; number 19, H, carries 0.011; number 20, H, carries 0.106; number 21, H, carries 0.141; number 22, H, carries 0.133

***

No. 5
Entry from the OMol25 dataset: an isolated ion of composition C7H8NO2 and charge +1 (ωB97M-V/def2-TZVPD).

```
18
Properties=species:S:1:pos:R:3:forces:R:3
C 0.5496 1.4615 0.1602 0.5 -0.6 -0.4
C -0.6851 1.0437 0.0141 -3.8 -1.1 0.7
C 1.6508 0.5265 -0.1210 0.4 0.5 0.0
C 1.3515 -0.9285 -0.0191 -0.1 0.3 -0.1
C 2.8871 0.9537 -0.3938 -0.2 -0.4 0.0
C -0.1058 -1.2874 0.3665 0.5 -0.9 0.3
C -2.4925 -0.3424 0.3053 1.3 3.4 -1.2
N -1.0584 -0.3313 -0.2349 0.7 -0.3 -0.5
O 2.1671 -1.7924 -0.1604 -0.1 -0.2 0.0
O -3.4024 -0.1632 -0.6110 1.1 -0.7 0.4
H 0.7883 2.4821 0.3998 -0.1 0.2 0.2
H 3.6921 0.2498 -0.5316 0.1 -0.1 -0.1
H 3.1159 2.0026 -0.4817 0.0 0.2 0.1
H -0.3182 -2.3169 0.0740 -0.1 0.1 -0.1
H -0.1685 -1.2094 1.4560 -0.1 0.1 -0.1
H -2.6008 -0.1133 1.3550 0.0 -0.3 0.3
H -1.1505 -0.5117 -1.2448 0.1 0.0 0.1
H -4.2202 0.2767 -0.3327 -0.1 -0.1 0.3
```
Positions in Å, forces in eV/Å.

Values from the calculation:
HOMO level: -13.0 eV
Gap between HOMO and LUMO: 6.8 eV
Net charge: +1
LUMO energy: -6.20 eV
Relative energy (zero: lowest compared OMol25 entry of this formula, charge and spin): 4.6517 eV
Maximum force: 4.012 eV/A
Total energy: -476.2963 hartree

Atomic charges from the Löwdin analysis, expressed in e, are listed below: number 1, C, carries -0.045; number 2, C, carries 0.035; number 3, C, carries -0.216; number 4, C, carries -0.328; number 5, C, carries 0.170; number 6, C, carries -0.011; number 7, C, carries 0.041; number 8, N, carries -0.111; number 9, O, carries 0.156; number 10, O, carries 0.157; number 11, H, carries 0.120; number 12, H, carries 0.095; number 13, H, carries 0.092; number 14, H, carries 0.153; number 15, H, carries 0.159; number 16, H, carries 0.155; number 17, H, carries 0.206; number 18, H, carries 0.172